(1)
{"formula": "C24H42NOsP3S", "method": "wB97M-V/def2-TZVPD", "charge": 4, "homo_energy_ev": [-17.1, -19.2], "de_lowest_kcal_mol": 30.2, "multiplicity": 5, "s_squared": 6.06, "orbital_gap_ev": [4.41, 2.96], "total_energy_ev": -68183.0369, "symbols": ["Os", "P", "P", "P", "H", "C", "C", "H", "C", "C", "C", "C", "C", "C", "C", "C", "C", "H", "H", "H", "H", "H", "H", "H", "H", "H", "H", "H", "H", "H", "H", "H", "H", "H", "H", "H", "H", "H", "H", "H", "H", "H", "H", "H", "H", "H", "C", "C", "C", "C", "C", "C", "S", "H", "H", "H", "H", "H", "H", "N", "C", "C", "C", "C", "C", "C", "C", "H", "H", "H", "H", "H"], "positions_angstrom": [[1.150, -0.525, 0.278], [0.971, -0.123, 2.383], [1.150, 2.597, -0.194], [0.362, -2.689, -0.070], [2.247, 0.409, -2.567], [1.404, -0.297, -2.748], [0.099, -0.035, -2.614], [-0.363, 0.943, -2.507], [2.574, -0.111, 3.191], [0.157, 1.339, 3.037], [0.005, -1.421, 3.181], [1.508, 3.167, -1.863], [-0.475, 3.259, 0.273], [2.463, 3.186, 0.883], [0.620, -3.384, -1.732], [-1.385, -3.026, 0.277], [1.284, -3.852, 1.005], [1.704, -1.330, -2.923], [-0.598, -0.880, -2.548], [2.367, -0.102, 4.269], [3.153, 0.782, 2.913], [3.172, -0.997, 2.934], [0.041, 1.177, 4.112], [-0.834, 1.442, 2.596], [0.742, 2.242, 2.865], [-0.008, -1.150, 4.239], [0.453, -2.405, 3.037], [-1.015, -1.413, 2.790], [1.680, 4.262, -1.897], [0.669, 2.912, -2.523], [2.392, 2.618, -2.222], [-0.575, 4.283, -0.139], [-0.600, 3.290, 1.370], [-1.249, 2.604, -0.161], [2.915, 4.100, 0.459], [3.223, 2.391, 0.950], [2.089, 3.399, 1.894], [0.422, -4.467, -1.719], [1.647, -3.239, -2.085], [-0.060, -2.934, -2.465], [-1.627, -4.038, -0.080], [-2.024, -2.292, -0.231], [-1.560, -2.976, 1.361], [2.122, -4.311, 0.447], [0.615, -4.658, 1.347], [1.707, -3.370, 1.895], [4.459, -1.666, -0.752], [5.651, -2.058, -0.070], [6.704, -2.612, -0.780], [6.600, -2.760, -2.171], [5.501, -2.232, -2.856], [4.462, -1.612, -2.171], [3.068, -1.576, 0.319], [1.489, 1.039, -0.557], [5.727, -1.904, 1.002], [7.597, -2.923, -0.246], [7.429, -3.232, -2.719], [5.468, -2.215, -3.948], [3.692, -1.109, -2.740], [-0.771, 0.145, 0.131], [-1.956, 0.176, 0.113], [-3.320, 0.496, -0.063], [-4.002, 1.300, 0.889], [-5.332, 1.649, 0.682], [-6.038, 1.234, -0.441], [-5.391, 0.386, -1.346], [-4.061, 0.006, -1.167], [-3.468, 1.661, 1.777], [-5.851, 2.279, 1.405], [-7.085, 1.521, -0.563], [-5.939, 0.016, -2.197], [-3.581, -0.638, -1.906]], "lowdin_spin": [1.16, 0.12, 0.10, 0.09, 0.00, 0.03, 0.03, 0.00, 0.06, 0.03, -0.01, 0.02, 0.01, 0.01, 0.03, 0.01, 0.01, 0.00, 0.00, 0.01, 0.00, 0.00, 0.00, 0.00, 0.00, 0.00, 0.00, 0.00, 0.01, 0.00, 0.00, 0.00, 0.00, 0.00, 0.00, 0.00, 0.00, 0.01, 0.00, 0.00, 0.00, 0.00, 0.00, 0.01, 0.00, 0.00, 0.17, 0.11, 0.00, 0.20, 0.05, 0.07, 0.54, 0.02, 0.00, 0.00, 0.01, 0.00, 0.00, 0.02, 0.05, 0.05, 0.31, 0.11, 0.02, 0.29, 0.18, 0.01, 0.00, 0.00, 0.01, 0.00]}

---

(2)
{"formula": "C24H42NP3RuS", "method": "wB97M-V/def2-TZVPD", "charge": 3, "homo_energy_ev": [-13.2, -16.2], "de_lowest_kcal_mol": 7.7, "multiplicity": 6, "s_squared": 8.82, "orbital_gap_ev": [5.01, 3.75], "total_energy_ev": -68310.3507, "symbols": ["Ru", "P", "P", "P", "H", "C", "C", "H", "C", "C", "C", "C", "C", "C", "C", "C", "C", "H", "H", "H", "H", "H", "H", "H", "H", "H", "H", "H", "H", "H", "H", "H", "H", "H", "H", "H", "H", "H", "H", "H", "H", "H", "H", "H", "H", "H", "C", "C", "C", "C", "C", "C", "S", "H", "H", "H", "H", "H", "H", "N", "C", "C", "C", "C", "C", "C", "C", "H", "H", "H", "H", "H"], "positions_angstrom": [[0.032, -0.007, 0.210], [-1.353, -1.833, -0.540], [1.688, -0.708, -1.320], [-1.841, 0.963, 1.103], [1.847, 6.014, -3.401], [1.390, 6.411, -2.483], [2.207, 6.621, -1.448], [3.198, 6.152, -1.472], [-2.350, -1.655, -2.055], [-0.501, -3.459, -0.735], [-2.545, -2.398, 0.745], [3.032, 0.464, -1.748], [2.574, -2.177, -0.677], [0.956, -1.137, -2.963], [-1.796, 2.761, 1.515], [-2.047, 0.249, 2.777], [-3.445, 0.853, 0.216], [0.337, 6.694, -2.508], [1.979, 7.351, -0.661], [-2.906, -2.584, -2.237], [-1.706, -1.455, -2.918], [-3.062, -0.830, -1.950], [-1.257, -4.220, -0.965], [-0.039, -3.761, 0.215], [0.245, -3.462, -1.535], [-3.055, -3.305, 0.393], [-3.291, -1.639, 0.997], [-2.004, -2.699, 1.651], [3.691, 0.017, -2.506], [3.606, 0.697, -0.840], [2.607, 1.395, -2.147], [2.324, -3.080, -1.254], [2.335, -2.337, 0.387], [3.652, -1.976, -0.773], [1.767, -1.192, -3.703], [0.259, -0.335, -3.255], [0.427, -2.100, -2.928], [-2.770, 3.063, 1.919], [-1.581, 3.378, 0.639], [-1.008, 2.961, 2.251], [-2.925, 0.684, 3.277], [-1.141, 0.467, 3.362], [-2.168, -0.840, 2.745], [-4.128, 1.624, 0.597], [-3.942, -0.114, 0.329], [-3.295, 1.037, -0.855], [0.867, 3.089, -0.773], [-0.316, 3.190, -1.525], [-0.220, 3.611, -2.856], [1.049, 3.770, -3.449], [2.213, 3.633, -2.674], [2.103, 3.528, -1.292], [1.066, 2.229, 0.724], [0.740, 0.908, -0.992], [-1.253, 2.882, -1.048], [-1.132, 3.806, -3.423], [1.174, 4.089, -4.494], [3.211, 3.736, -3.112], [2.883, 3.782, -0.560], [0.477, -1.219, 1.575], [0.443, -2.086, 2.365], [0.365, -3.221, 3.199], [0.910, -4.469, 2.802], [0.765, -5.574, 3.654], [0.139, -5.439, 4.902], [-0.367, -4.190, 5.294], [-0.266, -3.078, 4.454], [1.444, -4.500, 1.837], [1.161, -6.539, 3.348], [0.049, -6.292, 5.590], [-0.836, -4.110, 6.280], [-0.663, -2.086, 4.724]], "lowdin_spin": [1.11, 0.01, 0.06, 0.09, 0.01, 0.20, 0.26, 0.01, 0.01, 0.00, 0.00, 0.01, 0.01, 0.00, 0.01, 0.03, 0.01, 0.01, 0.01, 0.00, 0.00, 0.00, 0.00, 0.00, 0.00, 0.00, 0.00, 0.00, 0.00, 0.00, 0.00, 0.00, 0.00, 0.00, 0.00, 0.00, 0.00, 0.00, 0.00, 0.01, 0.00, 0.00, 0.00, 0.00, 0.00, 0.00, 0.10, 0.09, 0.01, 0.17, 0.13, 0.03, 0.44, 0.07, 0.00, 0.00, 0.00, 0.00, 0.00, 0.27, 0.19, 0.29, 0.39, 0.01, 0.38, 0.36, 0.12, 0.02, -0.01, 0.01, 0.01, 0.00]}

---

(3)
{"formula": "C24H42O24", "method": "wB97M-V/def2-TZVPD", "charge": -1, "homo_energy_ev": [0.1, -8.5], "multiplicity": 2, "s_squared": 0.75, "orbital_gap_ev": [2.05, 10.59], "total_energy_ev": -74705.5805, "symbols": ["C", "C", "O", "C", "O", "O", "H", "H", "H", "H", "C", "C", "O", "C", "O", "O", "H", "H", "H", "H", "C", "C", "O", "C", "O", "O", "H", "H", "H", "H", "C", "O", "C", "O", "O", "C", "H", "H", "H", "H", "H", "H", "C", "O", "C", "O", "O", "C", "H", "H", "H", "H", "H", "H", "C", "O", "C", "O", "O", "C", "H", "H", "H", "H", "H", "H", "C", "O", "C", "O", "O", "C", "H", "H", "H", "H", "H", "H", "C", "O", "C", "O", "O", "C", "H", "H", "H", "H", "H", "H"], "positions_angstrom": [[15.415, 0.372, 25.659], [16.182, -0.764, 26.227], [17.277, -0.871, 25.296], [17.438, 0.344, 24.697], [18.400, 0.814, 24.013], [16.391, 1.085, 24.853], [14.983, 0.990, 26.446], [14.545, 0.061, 25.080], [15.531, -1.637, 26.222], [16.579, -0.611, 27.231], [12.661, -3.113, 24.440], [13.933, -2.710, 23.787], [14.318, -3.927, 23.173], [13.740, -4.928, 23.812], [13.888, -6.100, 23.618], [12.916, -4.445, 24.723], [11.840, -2.954, 23.741], [12.479, -2.686, 25.426], [14.732, -2.570, 24.515], [13.824, -1.857, 23.117], [10.977, -1.864, 20.137], [12.445, -2.369, 20.237], [12.277, -3.703, 20.798], [10.976, -4.054, 20.749], [10.480, -5.104, 21.173], [10.249, -3.046, 20.189], [10.857, -1.341, 19.188], [10.717, -1.100, 20.869], [13.058, -1.756, 20.897], [12.796, -2.443, 19.208], [15.585, -7.900, 16.297], [16.050, -7.341, 17.576], [15.066, -7.139, 18.572], [13.887, -7.557, 18.528], [15.562, -6.281, 19.444], [14.698, -5.753, 20.487], [14.669, -8.486, 16.375], [16.330, -8.515, 15.793], [15.265, -7.055, 15.688], [15.359, -5.034, 20.971], [14.482, -6.605, 21.131], [13.780, -5.392, 20.024], [16.598, -3.940, 17.209], [16.398, -3.492, 18.557], [16.651, -2.249, 18.891], [17.039, -1.402, 18.109], [16.305, -2.122, 20.172], [16.187, -0.889, 20.861], [17.427, -3.462, 16.688], [15.725, -3.879, 16.559], [16.914, -4.981, 17.139], [17.197, -0.479, 20.841], [15.611, -0.876, 21.787], [15.626, -0.170, 20.265], [12.869, 2.777, 26.653], [12.770, 1.862, 27.665], [12.488, 0.558, 27.455], [11.979, 0.109, 26.426], [12.762, -0.092, 28.616], [12.430, -1.469, 28.717], [13.579, 2.502, 25.873], [13.145, 3.680, 27.198], [11.983, 3.025, 26.069], [13.075, -2.017, 29.403], [12.519, -2.024, 27.783], [11.435, -1.656, 29.120], [7.358, -1.932, 21.626], [7.480, -3.185, 22.299], [8.383, -3.371, 23.324], [9.262, -2.549, 23.589], [8.139, -4.541, 23.903], [8.881, -4.913, 25.080], [6.427, -1.970, 21.060], [8.179, -1.757, 20.930], [7.392, -1.125, 22.358], [8.467, -4.406, 25.952], [9.951, -4.719, 25.006], [8.823, -6.002, 25.102], [9.940, -10.536, 28.783], [10.915, -9.576, 28.353], [10.809, -9.170, 26.992], [9.956, -9.446, 26.167], [12.036, -8.685, 26.680], [12.129, -7.878, 25.434], [8.980, -10.142, 29.114], [10.237, -11.075, 29.683], [9.686, -11.309, 28.057], [11.793, -6.858, 25.623], [11.696, -8.237, 24.500], [13.208, -7.803, 25.300]], "lowdin_spin": [0.05, 0.03, 0.01, 0.02, 0.00, 0.04, 0.00, 0.03, 0.01, 0.01, 0.02, 0.04, 0.01, 0.00, 0.00, 0.01, 0.01, 0.00, 0.01, 0.06, 0.08, 0.05, 0.01, 0.00, 0.00, 0.01, 0.02, 0.05, 0.05, 0.01, 0.00, 0.00, 0.00, 0.00, 0.00, 0.00, 0.00, 0.00, 0.00, 0.00, 0.00, 0.00, 0.00, 0.00, 0.01, 0.01, 0.01, 0.05, 0.00, 0.00, 0.00, 0.00, 0.03, 0.03, 0.05, 0.00, 0.02, 0.04, 0.01, 0.03, 0.01, 0.00, 0.01, 0.01, 0.01, 0.00, 0.01, 0.00, 0.00, 0.02, 0.00, 0.00, 0.00, 0.00, 0.00, 0.00, 0.00, 0.00, 0.00, 0.00, 0.00, 0.00, 0.00, 0.00, 0.00, 0.00, 0.00, 0.00, 0.00, 0.00]}

---

Among the records above, which one has the highest multiplicity?
C24H42NP3RuS

---

What is the multiplicity in the third record?
2